# 1
The following is a DFT calculation (ωB97M-V/def2-TZVPD) of CH10Na5O8 as an isolated structure at a distorted geometry.

Cartesian coordinates (Å):
Na (1.00, -1.29, -2.52)
Na (-1.34, -1.01, -1.88)
Na (0.95, 1.27, 1.44)
Na (-0.24, -1.07, 1.88)
Na (0.34, 1.23, -2.17)
C (0.28, -0.23, -0.08)
O (-0.73, 0.36, 0.34)
O (1.17, -0.49, 0.71)
O (0.34, -0.55, -1.28)
O (2.49, -1.79, 1.41)
H (2.96, -0.97, 1.57)
H (1.78, -1.55, 0.82)
O (2.65, -0.21, -0.82)
H (2.66, -1.08, -1.23)
H (1.81, -0.18, -0.35)
O (-1.19, 1.94, 1.50)
H (-1.49, 1.17, 1.03)
H (-0.78, 2.49, 0.83)
O (-2.83, -0.12, 0.84)
H (-2.76, -1.07, 0.94)
H (-1.95, 0.16, 0.59)
O (-1.62, 1.33, -1.35)
H (-1.07, 0.80, -0.77)
H (-2.43, 0.83, -1.43)

Output
Gap between HOMO and LUMO = 8.02 eV
2S+1 = 1
Energy relative to the best compared isomer or geometry (same formula, charge and spin) = 19.566 eV
Net charge = +3
Electronic energy = -39622.7235 eV
LUMO level = -12.7 eV

Computed natural (NBO) charges, given in elementary charges: 0.979 0.967 0.968 0.975 0.970 0.878 -0.771 -0.739 -0.993 -0.918 0.463 0.421 -0.909 0.441 0.403 -0.891 0.441 0.443 -0.886 0.455 0.391 -0.988 0.404 0.495

***

# 2
The following is a DFT calculation (ωB97M-V/def2-TZVPD) of CH10Ni2O8 as an isolated structure at a distorted geometry.

Cartesian coordinates (Å):
Ni (15.39, 42.10, -4.81)
Ni (16.75, 38.25, -3.57)
C (16.16, 39.80, -5.39)
O (16.44, 38.57, -5.57)
O (15.80, 40.68, -6.20)
O (16.29, 40.17, -4.14)
O (14.86, 37.68, -7.85)
H (14.46, 38.42, -8.34)
H (15.44, 38.08, -7.20)
O (19.30, 39.85, -7.97)
H (18.75, 39.08, -7.79)
H (20.20, 39.56, -7.80)
O (16.92, 41.15, -8.83)
H (16.72, 41.18, -7.89)
H (17.84, 40.84, -8.89)
O (18.18, 36.86, -7.12)
H (17.37, 37.14, -6.67)
H (18.36, 35.96, -6.82)
O (14.63, 43.20, -6.33)
H (13.80, 43.67, -6.52)
H (15.01, 42.97, -7.20)

Output
Gap between HOMO and LUMO (spin up / spin down) = 5.49 / 4.12 eV
2S+1 = 5
Energy relative to the best compared isomer or geometry (same formula, charge and spin) = 0.000 eV
Net charge = +2
Electronic energy = -99644.4326 eV
LUMO level (spin up / spin down) = -10.9 / -12.2 eV

Computed natural (NBO) charges, given in elementary charges: 1.670 1.628 0.969 -0.739 -0.718 -0.913 -0.919 0.481 0.440 -0.973 0.484 0.496 -0.950 0.436 0.510 -0.941 0.456 0.490 -1.025 0.561 0.557

***

# 3
The following is a DFT calculation (ωB97M-V/def2-TZVPD) of a 4-piece molecular cluster, CH10O3S overall.

Cartesian coordinates (Å):
C (-1.59, -0.42, 0.84)
S (-1.40, -1.87, -0.22)
H (-1.74, 0.44, 0.18)
H (-0.73, -0.19, 1.45)
H (-2.48, -0.52, 1.44)
H (-1.34, -2.80, 0.73)
O (0.83, 1.81, 2.16)
H (1.71, 2.04, 2.48)
H (0.88, 1.85, 1.19)
O (1.04, 1.51, -0.68)
H (0.28, 1.54, -1.27)
H (1.45, 0.69, -1.00)
O (1.04, -0.99, -2.53)
H (1.65, -1.67, -2.84)
H (0.41, -1.42, -1.95)

Output
Gap between HOMO and LUMO = 10.05 eV
2S+1 = 1
Energy relative to the best compared isomer or geometry (same formula, charge and spin) = 0.000 eV
Electronic energy = -18177.1186 eV
SMILES string = CS.O.O.O
LUMO level = 0.6 eV

Computed natural (NBO) charges, given in elementary charges: -0.731 -0.077 0.222 0.245 0.220 0.131 -0.974 0.465 0.497 -0.963 0.476 0.498 -0.973 0.478 0.487

***

# 4
The following is a DFT calculation (ωB97M-V/def2-TZVPD) of a 5-piece molecular cluster, CH10O5 overall at a distorted geometry.

Cartesian coordinates (Å):
C (0.56, -2.08, -2.78)
O (-0.18, -3.02, -3.10)
H (1.40, -2.06, -1.95)
H (0.47, -0.94, -3.07)
O (1.24, -3.06, 0.47)
H (1.91, -3.42, 1.07)
H (1.53, -3.28, -0.45)
O (2.43, 0.52, 1.36)
H (3.41, 0.40, 1.51)
H (2.15, -0.10, 0.75)
O (-3.94, 4.20, 1.38)
H (-4.30, 4.96, 1.84)
H (-3.19, 4.11, 1.93)
O (-0.39, 2.46, 1.38)
H (-0.68, 1.59, 1.74)
H (0.58, 2.44, 1.49)

Output
Gap between HOMO and LUMO = 10.71 eV
2S+1 = 1
Energy relative to the best compared isomer or geometry (same formula, charge and spin) = 1.532 eV
Electronic energy = -11434.9453 eV
SMILES string = C=O.O.O.O.O
LUMO level = 0.1 eV

Computed natural (NBO) charges, given in elementary charges: 0.279 -0.483 0.083 0.120 -0.946 0.476 0.470 -0.951 0.477 0.474 -0.919 0.456 0.462 -0.952 0.471 0.481

***

Question: Which value of energy relative to the best compared isomer or geometry (same formula, charge and spin) does entry 1 give?
Answer: 19.566 eV